Entry A
A gas-phase ion, C7H11N4 (charge +1). Source: the OMol25 dataset; level of theory: wB97M-V/def2-TZVPD.

As for the HOMO energy: -0.4671 Ha. As for the net charge: +1. For the frontier orbital gap, the calculation gives 8.7 eV. The LUMO energy comes out at -0.1473 Ha. As for the structure (SMILES): C=C(C)/[NH+]=C\Nc1c[nH]cn1.

The geometry in XYZ format:
```
22
C7H11N4, DFT wB97M-V/def2-TZVPD
C 0.538 -0.730 -1.334
C 1.268 -0.067 -0.487
C 2.365 -0.824 0.401
N 1.137 1.238 0.034
C 0.161 2.171 -0.017
N -1.123 1.939 -0.110
C -1.929 0.821 0.125
C -1.746 -0.323 0.839
N -2.846 -1.083 0.714
C -3.652 -0.354 -0.130
N -3.144 0.831 -0.450
H -0.434 -0.334 -1.770
H 0.759 -1.791 -1.686
H 3.244 -1.124 -0.063
H 1.737 -1.666 0.838
H 2.843 -0.177 1.242
H 2.002 1.551 0.482
H 0.498 3.153 0.059
H -1.565 2.798 -0.397
H -0.902 -0.677 1.403
H -2.866 -1.979 1.152
H -4.743 -0.771 -0.307
```



Entry B
A gas-phase ion, C7H11N4 (charge +1). Source: the OMol25 dataset; level of theory: wB97M-V/def2-TZVPD.

As for the HOMO energy: -0.5209 Ha. As for the net charge: +1. For the frontier orbital gap, the calculation gives 9.3 eV. The LUMO energy comes out at -0.1780 Ha. As for the structure (SMILES): CC1=NC=N[N@@H+]2C1=CCN2C.

The geometry in XYZ format:
```
22
C7H11N4, DFT wB97M-V/def2-TZVPD
C 2.830 -1.257 0.453
C 1.931 -0.166 0.028
N 2.340 1.044 0.022
C 1.429 2.014 -0.341
N 0.161 1.964 -0.323
N -0.343 0.715 0.153
C 0.483 -0.394 -0.208
C -0.190 -1.368 -0.825
C -1.700 -0.947 -0.801
N -1.669 0.470 -0.376
C -2.691 0.787 0.518
H 3.249 -0.945 1.544
H 3.623 -1.442 -0.186
H 2.282 -2.253 0.547
H 1.843 3.044 -0.664
H -0.315 0.907 1.156
H 0.107 -2.378 -1.135
H -2.123 -0.971 -1.762
H -2.389 -1.530 -0.173
H -2.635 1.948 0.760
H -3.625 0.486 0.177
H -2.597 0.270 1.435
```



The structure with the most favorable energy is entry A; the runner-up is 63.8 kcal/mol above it.



Entry A
A gas-phase ion, C7H11N4 (charge +1). Source: the OMol25 dataset; level of theory: wB97M-V/def2-TZVPD.

As for the HOMO energy: -0.4793 Ha. As for the net charge: +1. For the frontier orbital gap, the calculation gives 8.3 eV. The LUMO energy comes out at -0.1760 Ha. As for the structure (SMILES): N/C(=[NH+]\C1CC1)n1cccn1.

The geometry in XYZ format:
```
22
C7H11N4, DFT wB97M-V/def2-TZVPD
N 0.074 -1.936 -0.254
C 0.356 -0.631 -0.182
N -0.829 0.483 -0.232
C -2.147 0.129 -0.498
C -3.068 0.167 0.761
C -3.147 1.150 -0.264
N 1.610 -0.143 -0.108
C 2.818 -0.823 0.037
C 3.837 0.076 0.282
C 3.122 1.325 0.227
N 1.808 1.172 -0.031
H 0.828 -2.643 -0.378
H -0.697 -2.463 0.266
H -0.510 1.316 -0.526
H -2.217 -0.592 -1.313
H -2.626 0.356 1.753
H -3.820 -0.662 0.825
H -3.932 1.260 -1.014
H -2.657 2.161 0.020
H 2.707 -1.936 0.142
H 4.914 -0.018 0.332
H 3.576 2.250 0.157
```



Entry B
A gas-phase ion, C7H11N4 (charge +1). Source: the OMol25 dataset; level of theory: wB97M-V/def2-TZVPD.

As for the HOMO energy: -0.4573 Ha. As for the net charge: +1. For the frontier orbital gap, the calculation gives 7.9 eV. The LUMO energy comes out at -0.1674 Ha.

The geometry in XYZ format:
```
22
C7H11N4, DFT wB97M-V/def2-TZVPD
C -2.455 0.966 -0.039
C -2.148 -1.206 0.101
C 0.406 1.626 -0.285
C 2.165 -0.033 0.743
C 0.688 -0.820 -1.022
C 0.948 0.919 0.927
C -0.258 0.340 -0.682
N -3.562 0.390 0.289
N -3.378 -0.911 0.397
N -1.534 -0.036 -0.315
N 1.509 -1.208 0.182
H -2.310 1.996 -0.438
H -1.779 -2.209 0.129
H -0.339 2.439 0.088
H 1.054 2.002 -1.033
H 2.819 0.343 -0.025
H 2.764 -0.234 1.671
H 0.172 -1.554 -1.591
H 1.516 -0.354 -1.651
H 0.759 1.022 1.965
H 2.241 -1.905 -0.171
H 0.722 -1.575 0.762
```



The structure with the most favorable energy is entry A; the runner-up is 34.2 kcal/mol above it.



Entry A
A molecular structure, CH2F3NOS. Source: the OMol25 dataset; level of theory: wB97M-V/def2-TZVPD.

As for the HOMO energy: -0.4328 Ha. For the frontier orbital gap, the calculation gives 10.5 eV. The LUMO energy comes out at -0.0460 Ha.

The geometry in XYZ format:
```
9
CH2F3NOS, DFT wB97M-V/def2-TZVPD
C 1.681 0.476 0.150
N -0.641 0.029 -0.741
O 1.058 -1.709 -1.396
F 1.210 1.652 -0.070
F 2.817 0.341 -0.538
F 0.433 -1.831 1.375
S 0.547 -0.763 -0.502
H 1.760 0.233 1.314
H -1.357 0.036 -1.426
```



Entry B
2 unconnected molecules or ions with the total composition CH2F3NOS. Source: the OMol25 dataset; level of theory: wB97M-V/def2-TZVPD.

As for the HOMO energy: -0.3797 Ha. For the frontier orbital gap, the calculation gives 10.8 eV. The LUMO energy comes out at 0.0182 Ha.

The geometry in XYZ format:
```
9
CH2F3NOS, DFT wB97M-V/def2-TZVPD
C -0.968 0.251 -2.576
N 0.392 -1.043 0.580
O 0.151 0.115 -2.235
F -1.652 -0.669 -3.207
F -1.742 1.258 -2.315
F -2.016 -0.726 -0.360
S -0.922 -0.478 0.937
H -1.061 0.967 0.522
H 0.805 -0.828 -0.338
```



The structure with the most favorable energy is entry B; the runner-up is 53.1 kcal/mol above it.



Entry A
2 unconnected molecules or ions with the total composition C2H9N3O2. Source: the OMol25 dataset; level of theory: wB97M-V/def2-TZVPD.

As for the HOMO energy: -0.2617 Ha. For the frontier orbital gap, the calculation gives 7.9 eV. The LUMO energy comes out at 0.0302 Ha.

The geometry in XYZ format:
```
16
C2H9N3O2, DFT wB97M-V/def2-TZVPD
C -0.040 -1.481 -1.092
C 0.710 -0.648 -0.035
N 0.727 1.749 1.089
N -1.350 1.272 0.343
N 0.060 1.318 0.046
O -0.429 -0.784 -2.234
O 0.570 -1.045 1.298
H 0.676 -2.195 -1.470
H -0.959 -1.877 -0.606
H 1.803 -0.629 -0.245
H 1.227 2.604 1.040
H 0.301 1.781 2.076
H -1.550 1.052 1.272
H -1.833 0.712 -0.262
H 0.299 -0.262 -2.543
H -0.212 -1.566 1.322
```



Entry B
2 unconnected molecules or ions with the total composition C2H9N3O2. Source: the OMol25 dataset; level of theory: wB97M-V/def2-TZVPD.

As for the HOMO energy: -0.3100 Ha. For the frontier orbital gap, the calculation gives 9.0 eV. The LUMO energy comes out at 0.0217 Ha. As for the structure (SMILES): NC(=O)NO.CN.

The geometry in XYZ format:
```
16
C2H9N3O2, DFT wB97M-V/def2-TZVPD
N -1.205 0.922 -1.180
C -2.001 0.922 -0.048
O -2.682 1.867 0.305
N -1.818 -0.179 0.740
O -1.124 -1.300 0.262
H -1.439 1.645 -1.842
H -1.030 0.005 -1.569
H -2.528 -0.381 1.429
H -0.011 -0.907 0.245
C 2.381 -0.535 -0.162
N 1.189 -0.250 0.637
H 2.245 -0.104 -1.151
H 3.292 -0.124 0.281
H 2.487 -1.615 -0.261
H 1.202 -0.712 1.550
H 1.043 0.747 0.764
```



The structure with the most favorable energy is entry B; the runner-up is 86.6 kcal/mol above it.



Entry A
A molecular structure, C7H10O. Source: the OMol25 dataset; level of theory: wB97M-V/def2-TZVPD.

As for the HOMO energy: -0.3246 Ha. For the frontier orbital gap, the calculation gives 9.7 eV. The LUMO energy comes out at 0.0318 Ha.

The geometry in XYZ format:
```
18
C7H10O, DFT wB97M-V/def2-TZVPD
C 1.782 -0.921 0.138
C 0.703 -0.193 0.132
C -0.250 -0.585 -1.016
C -1.489 0.162 -0.708
C -0.849 1.231 0.198
C -0.451 0.209 1.323
C 0.665 1.387 -0.203
H 1.499 -2.038 0.091
H 2.411 -0.937 -0.840
H 2.352 -0.502 1.067
H 0.070 -0.636 -2.035
H -0.327 -1.790 -0.919
H -2.282 -0.494 0.246
H -2.463 0.518 -1.585
H -1.570 2.099 0.579
H -0.052 0.672 2.305
H -1.218 -0.346 1.757
O 1.469 2.165 -0.530
```



Entry B
C7H10O in the gas phase. Source: the OMol25 dataset; level of theory: wB97M-V/def2-TZVPD.

As for the HOMO energy: -0.3264 Ha. For the frontier orbital gap, the calculation gives 10.0 eV. The LUMO energy comes out at 0.0402 Ha. As for the structure (SMILES): C1O[C@H]2C[C@H]3C[C@@H]3[C@@H]12.

The geometry in XYZ format:
```
18
C7H10O, DFT wB97M-V/def2-TZVPD
C 2.062 -0.988 -0.247
O 2.170 0.483 -0.412
C 1.064 0.720 0.416
C -0.167 1.570 -0.252
C -1.322 0.483 0.083
C -2.296 -0.567 -0.179
C -0.693 -0.780 -0.116
C 0.749 -0.763 0.596
H 1.615 -1.420 -1.210
H 2.837 -1.438 0.337
H 1.312 1.319 1.231
H -0.103 1.597 -1.398
H -0.289 2.500 0.138
H -1.591 0.696 1.204
H -2.687 -0.796 -1.299
H -2.925 -0.719 0.719
H -0.482 -0.964 -1.273
H 0.747 -0.933 1.661
```



Entry C
A molecular structure, C7H10O. Source: the OMol25 dataset; level of theory: wB97M-V/def2-TZVPD.

As for the HOMO energy: -0.3298 Ha. For the frontier orbital gap, the calculation gives 9.9 eV. The LUMO energy comes out at 0.0358 Ha.

The geometry in XYZ format:
```
18
C7H10O, DFT wB97M-V/def2-TZVPD
C 0.989 0.484 0.889
C 1.749 0.526 1.974
C 1.424 1.001 -0.430
C -0.406 -0.103 0.865
C 0.249 -0.097 -1.523
C -0.723 -0.567 -0.551
C -2.167 -0.860 -0.884
O 0.269 -1.412 -1.124
H 1.418 0.153 2.929
H 2.734 0.960 1.949
H 1.082 1.999 -0.669
H 2.454 0.823 -0.700
H -0.484 -0.932 1.569
H -1.140 0.656 1.149
H 0.135 0.169 -2.554
H -2.821 -0.261 -0.255
H -2.386 -1.911 -0.708
H -2.377 -0.628 -1.926
```



Entry D
2 unconnected molecules or ions with the total composition C7H10O. Source: the OMol25 dataset; level of theory: wB97M-V/def2-TZVPD.

As for the HOMO energy: -0.3368 Ha. For the frontier orbital gap, the calculation gives 10.0 eV. The LUMO energy comes out at 0.0319 Ha. As for the structure (SMILES): Cc1ccccc1.O.

The geometry in XYZ format:
```
18
C7H10O, DFT wB97M-V/def2-TZVPD
C 0.728 0.473 -2.085
C 0.255 -0.173 -0.860
C 0.663 -1.206 -0.043
C -0.071 -1.493 1.129
C -1.336 -0.978 1.346
C -1.857 -0.076 0.384
C -1.045 0.269 -0.640
H 1.856 0.262 -2.032
H 0.325 -0.030 -2.952
H 0.765 1.420 -2.531
H 1.629 -1.770 -0.311
H 0.426 -2.160 1.925
H -1.966 -1.243 2.143
H -2.850 0.289 0.476
H -1.381 0.956 -1.422
O 1.558 2.040 1.766
H 0.664 2.233 1.863
H 1.638 1.186 1.844
```



The structure with the most favorable energy is entry D; the runner-up is 19.1 kcal/mol above it.